1.
Below is C76H86BF4N11P2RbS as an isolated structure in a non-equilibrium geometry, with properties calculated with ωB97M-V/def2-TZVPD.

Output
2S+1: 1
Orbital gap (eV): 5.323
Relative energy (zero: lowest compared OMol25 entry of this formula, charge and spin) (kJ/mol): 409.4
Net charge: -1
LUMO level (eV): 1.72

The geometry in XYZ format:
```
182
C76H86BF4N11P2RbS (ωB97M-V/def2-TZVPD)
Rb 0.27 0.35 -0.07
C -0.18 1.05 5.76
C -0.23 0.33 4.40
N 0.84 0.58 3.47
C 0.81 1.81 2.72
C 1.03 3.14 3.46
C 2.11 0.03 3.91
C 3.38 0.45 3.16
N 3.36 0.01 1.79
C 4.45 -0.39 1.21
C 4.34 -0.94 -0.11
F 3.12 -0.86 -0.73
C 5.38 -1.51 -0.80
F 5.14 -2.07 -2.02
C 6.67 -1.57 -0.29
C 6.85 -0.96 0.94
F 8.12 -0.94 1.45
C 5.83 -0.40 1.66
F 6.19 0.22 2.84
H -0.96 0.65 6.41
H -0.33 2.12 5.65
H 0.78 0.89 6.25
H -1.16 0.60 3.90
H -0.24 -0.75 4.59
H -0.17 1.87 2.21
H 1.59 1.72 1.95
H 0.18 3.39 4.10
H 1.13 3.94 2.73
H 1.93 3.10 4.07
H 2.01 -1.06 3.83
H 2.30 0.27 4.97
H 4.20 0.00 3.74
H 3.50 1.54 3.21
H 7.48 -2.02 -0.83
C -1.05 2.92 -5.91
C -1.39 2.93 -4.46
C -2.30 3.74 -3.83
C -2.21 3.41 -2.47
N -1.30 2.45 -2.30
N -0.81 2.16 -3.50
B 0.36 1.20 -3.77
N 1.66 1.80 -3.23
N 1.91 1.95 -1.92
C 3.16 2.37 -1.79
C 3.74 2.51 -3.06
C 2.75 2.16 -3.95
C 2.83 2.18 -5.44
C 3.79 2.70 -0.52
C 3.15 3.52 0.41
C 3.82 3.93 1.55
C 5.10 3.49 1.80
C 5.74 2.66 0.90
C 5.10 2.29 -0.27
N 0.12 -0.24 -3.22
N -1.11 -0.72 -3.02
C -1.05 -2.05 -3.17
C 0.27 -2.42 -3.47
C 0.99 -1.24 -3.48
C 2.44 -1.09 -3.77
C -2.18 -2.96 -3.14
C -2.14 -4.12 -3.91
C -3.19 -5.02 -3.92
C -4.31 -4.77 -3.14
C -4.37 -3.62 -2.38
C -3.32 -2.73 -2.37
C -2.99 3.99 -1.39
C -2.95 3.46 -0.10
C -3.74 3.99 0.90
C -4.56 5.07 0.65
C -4.59 5.63 -0.62
C -3.82 5.09 -1.63
H -1.74 3.57 -6.43
H -1.13 1.91 -6.32
H -0.04 3.28 -6.06
H -2.94 4.46 -4.31
H 0.47 1.07 -4.95
H 4.74 2.83 -3.31
H 3.86 2.37 -5.74
H 2.20 2.97 -5.86
H 2.51 1.23 -5.87
H 2.15 3.86 0.20
H 3.34 4.61 2.24
H 5.61 3.78 2.71
H 6.75 2.32 1.10
H 5.61 1.66 -0.99
H 0.64 -3.40 -3.67
H 2.95 -2.04 -3.63
H 2.90 -0.36 -3.11
H 2.59 -0.77 -4.80
H -1.28 -4.31 -4.54
H -3.15 -5.90 -4.54
H -5.14 -5.47 -3.15
H -5.25 -3.42 -1.78
H -3.38 -1.83 -1.77
H -2.30 2.61 0.09
H -3.74 3.55 1.89
H -5.17 5.49 1.44
H -5.22 6.49 -0.82
H -3.85 5.54 -2.61
C -4.20 -2.52 1.02
N -3.09 -1.62 1.27
P -3.13 0.11 1.29
C -4.14 0.56 2.77
C -3.67 1.65 3.50
C -4.33 2.12 4.62
C -5.48 1.47 5.05
C -5.94 0.36 4.36
C -5.29 -0.08 3.22
C -4.35 0.50 -0.03
C -5.66 0.94 0.16
C -6.43 1.33 -0.92
C -5.89 1.32 -2.20
C -4.58 0.91 -2.40
C -3.82 0.52 -1.32
P -1.81 -1.94 2.40
C -2.79 -2.69 3.79
C -3.17 -1.88 4.85
C -3.91 -2.40 5.91
C -4.25 -3.74 5.92
C -3.88 -4.56 4.87
C -3.17 -4.03 3.81
C -1.03 -3.48 1.82
C -0.60 -3.46 0.40
C -0.05 -4.77 -0.19
C 1.32 -5.26 1.35
C 1.04 -4.63 2.63
C -0.07 -3.85 2.80
H -4.94 -2.01 0.39
H -4.69 -2.86 1.94
H -3.84 -3.40 0.49
H -2.75 2.13 3.17
H -3.95 2.97 5.16
H -6.01 1.83 5.92
H -6.82 -0.15 4.72
H -5.68 -0.94 2.69
H -6.08 0.99 1.15
H -7.44 1.67 -0.77
H -6.49 1.64 -3.04
H -4.15 0.91 -3.38
H -2.78 0.25 -1.47
H -2.89 -0.84 4.85
H -4.20 -1.76 6.73
H -4.81 -4.15 6.75
H -4.15 -5.61 4.87
H -2.87 -4.66 2.98
H -1.34 -2.98 -0.24
H -0.48 -5.05 -1.16
H 2.11 -6.00 1.39
H 1.67 -4.89 3.47
H -0.28 -3.52 3.81
C -0.86 -7.55 3.45
C -0.67 -8.62 2.39
C 0.36 -8.30 1.30
C -0.06 -7.23 0.29
N -0.02 -5.87 0.81
C 1.42 -4.42 0.02
S 1.08 -2.62 0.18
N 2.52 -4.84 -0.76
C 2.33 -5.15 -2.16
C 3.64 -5.67 -2.77
C 4.22 -6.88 -2.04
C 5.00 -6.51 -0.78
H -1.42 -7.96 4.29
H -1.41 -6.69 3.09
H 0.10 -7.21 3.83
H -1.63 -8.85 1.92
H -0.32 -9.53 2.88
H 0.55 -9.21 0.74
H 1.30 -8.00 1.78
H -1.07 -7.44 -0.07
H 0.63 -7.27 -0.56
H -0.73 -5.71 1.53
H 3.27 -4.16 -0.66
H 2.01 -4.27 -2.73
H 1.56 -5.93 -2.24
H 4.37 -4.85 -2.76
H 3.43 -5.94 -3.81
H 4.88 -7.41 -2.72
H 3.40 -7.56 -1.77
H 5.69 -5.69 -0.99
H 5.59 -7.36 -0.43
H 4.33 -6.20 0.02
```

Mulliken population analysis, charges in e, atoms 1 to 99: number 1, Rb, carries 1.48; number 2, C, carries -1.71; number 3, C, carries -0.37; number 4, N, carries 2.14; number 5, C, carries 0.42; number 6, C, carries -1.64; number 7, C, carries -0.61; number 8, C, carries -0.92; number 9, N, carries 0.69; number 10, C, carries 0.39; number 11, C, carries -0.75; number 12, F, carries 0.93; number 13, C, carries 0.04; number 14, F, carries -0.34; number 15, C, carries -1.11; number 16, C, carries 0.49; number 17, F, carries -0.41; number 18, C, carries -0.19; number 19, F, carries -0.47; number 20, H, carries 0.49; number 21, H, carries 0.25; number 22, H, carries 0.33; number 23, H, carries -0.16; number 24, H, carries 0.30; number 25, H, carries -0.18; number 26, H, carries -0.52; number 27, H, carries 0.29; number 28, H, carries 0.49; number 29, H, carries 0.28; number 30, H, carries 0.05; number 31, H, carries 0.19; number 32, H, carries 0.63; number 33, H, carries -0.23; number 34, H, carries 0.54; number 35, C, carries -1.51; number 36, C, carries 0.64; number 37, C, carries -1.41; number 38, C, carries 0.02; number 39, N, carries 0.42; number 40, N, carries -0.02; number 41, B, carries -0.08; number 42, N, carries 0.12; number 43, N, carries 0.07; number 44, C, carries -0.52; number 45, C, carries -1.43; number 46, C, carries 0.98; number 47, C, carries -1.55; number 48, C, carries 0.92; number 49, C, carries 0.06; number 50, C, carries -0.50; number 51, C, carries -0.67; number 52, C, carries -0.82; number 53, C, carries -0.41; number 54, N, carries 1.54; number 55, N, carries -0.87; number 56, C, carries 0.03; number 57, C, carries -0.22; number 58, C, carries -0.06; number 59, C, carries -0.43; number 60, C, carries -0.29; number 61, C, carries -0.63; number 62, C, carries -0.81; number 63, C, carries -0.79; number 64, C, carries -0.75; number 65, C, carries 1.31; number 66, C, carries 0.49; number 67, C, carries 0.38; number 68, C, carries -0.04; number 69, C, carries -0.94; number 70, C, carries -0.74; number 71, C, carries -0.75; number 72, H, carries 0.44; number 73, H, carries 0.26; number 74, H, carries 0.03; number 75, H, carries 0.39; number 76, H, carries -0.18; number 77, H, carries 0.57; number 78, H, carries 0.40; number 79, H, carries 0.15; number 80, H, carries 0.27; number 81, H, carries 0.49; number 82, H, carries 0.44; number 83, H, carries 0.36; number 84, H, carries 0.40; number 85, H, carries 0.32; number 86, H, carries 0.58; number 87, H, carries 0.29; number 88, H, carries -0.34; number 89, H, carries 0.11; number 90, H, carries 0.50; number 91, H, carries 0.42; number 92, H, carries 0.41; number 93, H, carries 0.47; number 94, H, carries 0.04; number 95, H, carries 0.47; number 96, H, carries 0.31; number 97, H, carries 0.42; number 98, H, carries 0.38; number 99, H, carries 0.32

2.
Below is C77H54BN4O24PS as an isolated structure in a non-equilibrium geometry, with properties calculated with ωB97M-V/def2-TZVPD.

Output
2S+1: 1
Orbital gap (eV): 6.859
Net charge: 0
LUMO level (eV): -1.81

The geometry in XYZ format:
```
162
C77H54BN4O24PS (ωB97M-V/def2-TZVPD)
C 5.92 -4.19 -1.75
C 5.05 -3.39 -1.70
C 4.06 -2.44 -2.09
C 2.85 -2.90 -2.25
N 2.60 -4.27 -1.97
C 2.45 -4.95 -2.97
O 2.03 -5.51 -3.89
C 1.77 -2.06 -2.66
B 0.29 -2.62 -2.88
O 0.08 -3.31 -4.06
C -0.91 -2.48 -1.88
C -2.09 -1.77 -2.64
C 2.01 -0.77 -2.87
P 0.73 0.44 -3.37
N -0.25 0.71 -2.18
C 3.30 -0.29 -2.68
N 3.67 0.94 -2.83
S 5.22 1.02 -2.50
N 5.52 -0.53 -2.16
C 4.39 -1.11 -2.28
H 6.56 -5.03 -1.79
H 0.53 -2.81 -4.74
H -0.64 -1.92 -0.99
H -1.29 -3.47 -1.62
H -1.69 -1.37 -3.57
H -2.85 -2.50 -2.91
H -2.49 -0.94 -2.08
H 0.13 -0.10 -4.54
H 1.41 1.62 -3.71
H -0.21 1.70 -1.91
C -3.08 -5.33 2.25
C -2.93 -4.09 1.82
C -1.58 -3.49 1.66
O -1.43 -2.35 1.26
C -0.41 -4.34 1.99
C -0.57 -5.59 2.43
C -1.91 -6.18 2.59
O -2.06 -7.32 2.98
H -4.06 -5.79 2.38
H -3.77 -3.46 1.57
H 0.56 -3.89 1.86
H 0.27 -6.22 2.68
C 8.83 -0.32 -7.13
C 7.84 -0.42 -8.00
C 6.49 -0.87 -7.59
O 5.58 -0.96 -8.39
C 6.29 -1.21 -6.16
C 7.28 -1.12 -5.28
C 8.64 -0.66 -5.70
O 9.54 -0.57 -4.89
H 9.82 0.01 -7.41
H 7.96 -0.17 -9.05
H 5.30 -1.54 -5.87
H 7.16 -1.36 -4.23
C -0.29 -1.49 5.93
C -1.28 -1.68 5.06
C -2.56 -2.30 5.48
O -3.46 -2.47 4.69
C -2.70 -2.70 6.90
C -1.70 -2.51 7.77
C -0.42 -1.89 7.35
O 0.48 -1.72 8.14
H 0.65 -1.04 5.64
H -1.20 -1.39 4.02
H -3.64 -3.15 7.19
H -1.78 -2.80 8.81
C 2.18 3.98 1.93
C 1.36 4.13 0.90
C 0.81 2.95 0.18
O 0.05 3.08 -0.76
C 1.22 1.61 0.66
C 2.04 1.46 1.69
C 2.59 2.64 2.41
O 3.34 2.51 3.35
H 2.59 4.82 2.47
H 1.05 5.10 0.54
H 0.80 0.76 0.11
H 2.35 0.49 2.05
C -1.82 3.53 6.64
C -1.60 2.82 5.54
C -0.24 2.34 5.21
O -0.05 1.69 4.20
C 0.87 2.68 6.13
C 0.64 3.40 7.23
C -0.72 3.88 7.58
O -0.92 4.53 8.58
H -2.81 3.90 6.91
H -2.38 2.54 4.83
H 1.85 2.32 5.87
H 1.43 3.66 7.92
C 4.35 8.49 0.71
C 5.56 8.92 0.35
C 6.68 7.97 0.15
O 7.78 8.36 -0.17
C 6.41 6.53 0.35
C 5.20 6.10 0.70
C 4.08 7.04 0.90
O 2.97 6.65 1.22
H 3.52 9.16 0.86
H 5.78 9.97 0.20
H 7.24 5.85 0.19
H 4.98 5.05 0.85
C 7.56 3.48 -9.15
C 7.25 4.76 -9.31
C 8.30 5.78 -9.58
O 8.01 6.95 -9.73
C 9.70 5.31 -9.67
C 10.01 4.03 -9.51
C 8.97 3.01 -9.24
O 9.25 1.84 -9.09
H 6.82 2.72 -8.95
H 6.23 5.12 -9.26
H 10.45 6.07 -9.87
H 11.03 3.67 -9.56
C -1.34 -9.10 5.46
C -1.50 -10.38 5.11
C -1.02 -11.48 5.98
O -1.16 -12.64 5.66
C -0.36 -11.11 7.26
C -0.20 -9.83 7.61
C -0.68 -8.73 6.74
O -0.54 -7.57 7.06
H -1.68 -8.29 4.84
H -1.98 -10.67 4.18
H -0.02 -11.93 7.88
H 0.28 -9.54 8.53
C -4.63 2.91 2.51
C -5.37 3.08 1.42
C -5.83 1.91 0.62
O -6.51 2.06 -0.38
C -5.44 0.56 1.09
C -4.71 0.40 2.18
C -4.25 1.56 2.98
O -3.57 1.41 3.98
H -4.29 3.75 3.11
H -5.67 4.06 1.06
H -5.79 -0.28 0.50
H -4.41 -0.58 2.54
C -8.11 3.61 -2.60
C -7.29 4.49 -2.03
C -7.14 5.86 -2.57
O -6.39 6.66 -2.05
C -7.94 6.21 -3.77
C -8.76 5.34 -4.34
C -8.91 3.96 -3.80
O -9.66 3.16 -4.31
H -8.24 2.60 -2.21
H -6.71 4.24 -1.16
H -7.81 7.22 -4.15
H -9.35 5.58 -5.21
C -9.01 -3.03 0.05
C -10.33 -3.14 0.21
C -11.07 -2.23 1.12
O -12.27 -2.32 1.26
C -10.29 -1.20 1.84
C -8.97 -1.09 1.69
C -8.23 -2.00 0.78
O -7.03 -1.91 0.63
H -8.46 -3.69 -0.61
H -10.92 -3.88 -0.31
H -10.84 -0.54 2.50
H -8.38 -0.35 2.21
```

Mulliken population analysis, charges in e, atoms 1 to 99: number 1, C, carries -0.20; number 2, C, carries -1.40; number 3, C, carries 1.59; number 4, C, carries -0.77; number 5, N, carries -0.65; number 6, C, carries 0.62; number 7, O, carries -0.41; number 8, C, carries 0.52; number 9, B, carries 0.18; number 10, O, carries -0.66; number 11, C, carries 0.38; number 12, C, carries -1.44; number 13, C, carries -0.44; number 14, P, carries 0.09; number 15, N, carries -0.39; number 16, C, carries 1.31; number 17, N, carries -0.57; number 18, S, carries 0.12; number 19, N, carries -0.67; number 20, C, carries 0.20; number 21, H, carries 0.47; number 22, H, carries 0.36; number 23, H, carries -0.15; number 24, H, carries 0.51; number 25, H, carries 0.39; number 26, H, carries 0.35; number 27, H, carries 0.30; number 28, H, carries 0.05; number 29, H, carries 0.13; number 30, H, carries 0.27; number 31, C, carries -0.27; number 32, C, carries -0.70; number 33, C, carries 0.55; number 34, O, carries -0.59; number 35, C, carries -0.56; number 36, C, carries -0.31; number 37, C, carries 0.40; number 38, O, carries -0.64; number 39, H, carries 0.47; number 40, H, carries 0.60; number 41, H, carries 0.56; number 42, H, carries 0.48; number 43, C, carries -0.39; number 44, C, carries -0.41; number 45, C, carries 0.22; number 46, O, carries -0.57; number 47, C, carries -0.38; number 48, C, carries -0.22; number 49, C, carries 0.16; number 50, O, carries -0.55; number 51, H, carries 0.48; number 52, H, carries 0.51; number 53, H, carries 0.56; number 54, H, carries 0.61; number 55, C, carries -0.57; number 56, C, carries -0.25; number 57, C, carries 0.43; number 58, O, carries -0.54; number 59, C, carries -0.50; number 60, C, carries -0.44; number 61, C, carries 0.27; number 62, O, carries -0.58; number 63, H, carries 0.51; number 64, H, carries 0.72; number 65, H, carries 0.47; number 66, H, carries 0.44; number 67, C, carries -0.66; number 68, C, carries -0.47; number 69, C, carries 0.61; number 70, O, carries -0.77; number 71, C, carries -0.29; number 72, C, carries -0.62; number 73, C, carries 0.25; number 74, O, carries -0.66; number 75, H, carries 0.77; number 76, H, carries 0.52; number 77, H, carries 0.67; number 78, H, carries 0.56; number 79, C, carries -0.31; number 80, C, carries -0.17; number 81, C, carries 0.38; number 82, O, carries -0.34; number 83, C, carries -0.48; number 84, C, carries -0.43; number 85, C, carries 0.20; number 86, O, carries -0.57; number 87, H, carries 0.47; number 88, H, carries 0.46; number 89, H, carries 0.48; number 90, H, carries 0.44; number 91, C, carries -0.39; number 92, C, carries -0.42; number 93, C, carries 0.28; number 94, O, carries -0.54; number 95, C, carries -0.49; number 96, C, carries -0.12; number 97, C, carries 0.37; number 98, O, carries -0.48; number 99, H, carries 0.42

no.,highest occupied orbital energy (eV)
1,-3.6
2,-8.7